Formula: C37H40O2P2V
Source: OMol25
Level of theory: wB97M-V/def2-TZVPD

Calculated values
**<S²>**: 3.772
**2S+1**: 4
**Total charge**: 0
**LUMO (spin up / spin down)**: -0.378 / -0.412 eV
**DFT total energy**: -3210.8143 Eh

Cartesian coordinates (Å):
H1 1.00 -1.30 3.23
C1 3.13 1.63 -0.42
V1 -1.05 0.92 -2.26
C2 -2.34 1.16 -3.66
C3 4.73 -3.46 1.89
C4 3.72 -1.29 1.53
C5 -2.59 -2.97 0.28
C6 -1.75 1.62 4.81
C7 0.58 0.19 -2.99
H2 0.57 2.14 -5.23
C8 3.18 3.99 0.11
H3 -1.97 3.15 -1.45
C9 -2.43 2.30 -0.92
H4 0.77 -1.65 -4.03
C10 -2.25 -2.37 1.50
C11 -4.39 1.29 0.12
H5 1.26 2.28 -2.67
H6 -3.60 -4.61 -0.69
C12 3.40 2.95 -0.80
H7 -3.87 -4.49 3.63
H8 0.41 -0.34 -5.09
C13 -3.84 -4.67 1.47
H9 -0.81 1.27 5.25
C14 2.42 2.41 1.77
C15 6.12 -1.52 1.42
C16 -1.53 1.77 -4.77
C17 -2.69 -2.93 2.71
H10 -0.16 3.39 -4.26
H11 0.74 0.48 3.14
H12 -1.70 -1.31 -5.06
H13 1.93 -1.69 -0.61
H14 2.30 -0.18 3.72
C18 1.31 -1.24 0.17
H15 7.10 -1.07 1.30
C19 -1.59 1.35 -0.22
C20 2.73 3.71 1.41
H16 -1.45 1.10 -5.64
H17 -2.20 2.38 5.45
H18 2.62 4.52 2.14
C21 2.60 1.36 0.86
C22 -1.33 -1.19 -4.03
H19 4.63 -4.52 2.13
H20 -0.51 1.58 -0.12
C23 4.98 -0.70 1.36
H21 -4.06 -0.39 1.42
H22 -5.46 1.31 0.35
C24 5.99 -2.90 1.66
H23 2.03 2.21 2.76
H24 6.89 -3.53 1.70
H25 -3.10 -0.73 -2.82
O1 -0.49 1.86 2.78
C25 -3.83 2.27 -0.69
H26 -2.10 2.65 -5.14
O2 -2.54 2.84 2.98
C26 -2.21 -0.27 -3.26
H27 -4.47 3.03 -1.15
C27 3.59 -2.66 1.81
H28 5.06 0.37 1.17
C28 -3.50 -4.07 2.69
H29 1.44 -0.18 -2.42
H30 -3.31 1.65 -3.51
H31 3.79 3.17 -1.79
P1 2.19 -0.31 1.37
C29 1.48 -0.34 3.01
H32 -2.46 0.78 4.78
H33 -4.44 -5.57 1.46
C30 0.47 1.68 -3.14
H34 -0.54 -1.75 -0.73
H35 2.59 -3.09 1.93
P2 -1.15 -0.92 1.56
H36 -1.37 -2.21 -3.61
C31 -0.04 -1.37 0.18
C32 -3.58 0.32 0.74
C33 -0.12 2.29 -4.38
H37 -2.41 -2.46 3.66
C34 0.16 -0.74 -4.09
C35 -2.20 0.29 0.56
H38 -2.27 -2.55 -0.67
C36 -1.57 2.16 3.41
H39 3.35 0.82 -1.12
H40 3.37 5.02 -0.19
C37 -3.37 -4.14 0.27